C37H46BiN12O7PS | the ωB97M-V functional and the def2-TZVPD basis

Structure (XYZ):
```
105
Properties=species:S:1:pos:R:3:mulliken_charge:R:1
Bi -0.11 0.11 -0.24 3.279
S -3.39 -0.25 0.78 0.498
P 1.94 -2.30 1.76 -0.295
O -0.27 -0.28 -2.38 -0.565
O -0.11 -3.71 -5.77 -0.633
O 0.08 2.98 -7.52 -0.610
O -0.28 -3.17 -7.85 -0.595
O 0.01 1.50 -9.08 -0.592
O -2.51 -0.31 -0.44 -0.816
O 1.08 1.44 -2.78 -0.554
N 0.63 -1.46 4.06 0.437
N 0.57 -4.27 0.28 0.178
N -0.15 -2.91 -6.69 1.078
N -0.59 6.69 -0.33 -0.427
N 2.17 -0.25 -0.24 0.495
N 4.06 -0.90 0.65 0.377
N -0.16 2.58 -0.42 -0.064
N 3.81 2.76 3.25 0.286
N -0.43 -0.80 2.25 0.472
N 0.06 1.85 -7.93 1.059
N 0.10 -2.23 -0.38 0.549
N 2.30 1.30 2.36 0.205
C -1.31 4.54 -1.12 -1.107
C -0.03 -0.53 -7.31 -0.514
C 4.59 2.64 2.03 0.263
C 1.63 -2.05 4.91 -0.831
C -0.59 -3.09 -1.16 -0.906
C 3.17 0.40 -0.87 -0.656
C 4.36 0.00 -0.32 -1.158
C -6.72 -0.40 -1.51 -0.688
C 0.66 3.33 0.30 0.073
C 2.67 2.05 3.35 1.443
C 0.09 -1.17 -4.98 -0.416
C 1.90 2.14 4.64 -1.492
C 0.24 0.16 -4.61 0.396
C 0.09 0.79 -6.92 -0.238
C 1.13 -5.35 1.04 -0.794
C -0.51 -0.85 4.47 -1.238
C 0.66 -1.41 2.71 -0.644
C 3.64 5.10 4.14 -0.953
C -7.64 -0.95 -0.64 -0.503
C 0.39 0.52 -3.16 0.237
C -1.15 -0.44 3.33 -0.204
C -5.95 -1.15 1.05 -0.284
C -5.05 -0.58 0.17 0.405
C -3.67 1.55 1.03 -1.069
C 4.27 3.71 4.24 -0.883
C 0.80 -2.96 0.49 -0.429
C -0.03 -1.50 -6.32 -0.183
C 2.72 -1.03 0.70 -0.202
C 0.56 4.70 0.37 -0.606
C 5.03 -1.53 1.51 -0.884
C -0.45 5.36 -0.36 0.912
C -7.26 -1.34 0.64 -0.627
C -5.41 -0.21 -1.11 -0.536
C 4.49 3.87 1.14 -1.232
C 0.24 1.15 -5.59 -0.448
C -0.31 -4.37 -0.76 -0.746
C -1.13 3.18 -1.12 -0.737
H 5.07 4.70 1.54 0.390
H 4.83 -1.27 2.55 0.324
H 6.02 -1.19 1.24 0.347
H 1.56 3.16 4.83 0.302
H 1.43 0.82 2.53 -0.849
H 5.35 3.81 4.10 0.393
H 2.62 -1.82 4.53 0.292
H 4.99 -2.62 1.41 0.359
H 4.10 5.74 4.89 0.408
H 1.24 5.27 0.97 0.457
H -1.76 2.53 -1.70 0.697
H -4.01 1.99 0.10 0.453
H 1.53 -1.65 5.92 0.346
H -1.28 7.14 -0.91 0.209
H -1.22 -2.72 -1.93 0.632
H -8.66 -1.10 -0.95 0.409
H -2.08 0.08 3.22 0.460
H -7.02 -0.12 -2.51 0.429
H -0.14 -0.80 -8.36 0.618
H -0.78 -0.76 5.50 0.492
H -2.73 1.99 1.33 0.276
H -0.65 -5.31 -1.14 0.477
H 1.43 2.80 0.86 -0.319
H 5.37 0.28 -0.55 0.451
H 2.96 1.09 -1.67 0.808
H 0.36 2.19 -5.32 0.674
H 0.08 7.28 0.13 0.205
H 3.45 4.18 1.03 0.149
H 4.11 3.31 5.24 0.443
H -4.67 0.20 -1.78 0.324
H 0.09 -1.96 -4.24 0.667
H 2.22 -5.34 0.97 0.327
H 3.82 5.55 3.17 0.255
H 4.20 1.77 1.50 -0.644
H 2.57 5.07 4.32 0.224
H 2.52 1.84 5.48 0.395
H 0.76 -6.31 0.66 0.343
H -7.97 -1.78 1.32 0.423
H -5.63 -1.44 2.04 0.411
H 1.50 -3.13 4.95 0.345
H 5.64 2.47 2.30 0.571
H -2.11 4.99 -1.70 0.366
H 1.02 1.50 4.60 0.118
H 0.85 -5.26 2.10 0.320
H -4.42 1.68 1.80 0.514
H 4.88 3.65 0.14 0.424
```

Summary:
charge: +2
LUMO: -4.6042 eV

C37H46ClLaN7O6SSi2 | the ωB97M-V functional and the def2-TZVPD basis

Structure (XYZ):
```
101
Properties=species:S:1:pos:R:3:mulliken_charge:R:1
La 0.24 -0.69 -0.82 1.301
Cl 5.24 3.49 -0.34 -0.117
S 2.57 -1.35 1.17 -0.466
Si -2.69 -2.52 -1.89 0.410
Si -1.54 -3.20 1.20 0.242
O -6.82 1.84 2.20 -0.509
O 1.73 -0.92 -2.81 -0.584
O 6.21 -0.27 -2.91 -0.581
O -1.55 6.90 1.18 -0.513
O 6.96 1.56 -1.91 -0.576
O 3.87 -1.45 -3.26 -0.828
N 4.60 -2.03 -0.40 -0.291
N -2.20 0.60 0.58 1.142
N 2.97 2.18 -0.76 0.839
N 2.45 1.09 -1.33 0.101
N 5.13 -0.51 1.20 -0.172
N 0.82 -3.30 -1.48 0.830
N -0.41 2.26 -0.46 -0.067
C 1.82 2.24 1.34 -0.086
C -3.25 -3.82 1.66 -1.027
C 4.20 -1.27 0.63 0.558
C -3.31 2.41 1.67 -0.428
C 0.73 4.57 -0.84 -1.580
C 3.41 0.50 -2.00 0.033
C 2.99 -0.72 -2.78 0.890
C 1.11 2.76 2.33 -1.506
C -0.71 -5.11 -1.45 -0.700
C -0.83 4.07 1.15 -0.678
C -1.99 -3.03 -3.55 -1.126
C -5.57 2.15 2.78 -0.818
C -2.25 1.89 0.96 -0.411
C 0.71 3.04 -0.93 -1.205
C 1.73 -4.09 -2.07 -0.362
C 4.64 1.19 -1.82 -0.071
C -3.24 -0.16 0.89 -1.471
C 1.97 2.94 0.02 1.059
C -0.89 6.41 0.02 -0.968
C -4.30 -3.42 -1.63 -1.162
C -4.35 0.28 1.59 -1.313
C 0.24 -5.93 -2.03 -0.749
C -1.08 -1.80 2.40 -0.702
C 1.99 4.50 0.07 -0.389
C -3.14 -0.69 -2.18 -0.958
C -0.30 -4.52 1.66 -1.105
C -0.11 5.15 0.30 0.815
C 0.41 4.06 2.15 -0.367
C -4.39 1.60 2.00 0.714
C 6.03 0.86 -2.23 0.239
C 4.28 2.27 -1.01 0.250
C 4.95 0.38 2.34 -0.758
C -0.40 -3.77 -1.19 -1.008
C 1.49 -5.41 -2.36 -1.198
C 1.14 5.08 1.24 -0.581
C -1.11 2.75 0.49 0.552
C -1.35 -2.75 -0.61 1.998
H -4.85 -3.04 -0.76 0.335
H 5.51 -1.94 -0.82 0.258
H 1.02 2.23 3.28 0.463
H -5.15 -0.41 1.80 0.362
H -2.64 -2.67 -4.35 0.472
H -2.30 0.02 -2.12 0.178
H 5.72 0.17 3.08 0.386
H -0.91 7.33 1.75 0.345
H 2.32 1.29 1.45 -0.278
H 0.97 2.70 -1.92 1.046
H -0.23 7.16 -0.41 0.432
H 3.92 -2.57 -0.90 0.033
H 5.02 1.42 2.04 0.213
H 0.72 -4.21 1.39 0.276
H -4.93 -3.28 -2.51 0.411
H -3.53 -0.61 -3.20 0.554
H 1.56 5.96 1.73 0.431
H -3.32 -3.94 2.75 0.391
H 3.98 0.19 2.79 0.289
H -1.91 -4.12 -3.66 0.328
H -0.50 -5.48 1.17 0.334
H -0.20 -1.20 2.08 -0.022
H 0.12 4.49 3.10 0.576
H 2.25 -6.01 -2.84 0.515
H -3.91 -0.32 -1.51 0.206
H -7.05 0.92 2.39 0.338
H -5.51 3.24 2.79 0.403
H -5.51 1.81 3.81 0.280
H -4.15 -4.49 -1.49 0.323
H 0.01 -6.97 -2.25 0.460
H -0.77 -2.27 3.34 0.484
H 5.34 -0.72 -3.13 0.413
H 0.71 5.10 -1.79 0.365
H -3.19 -1.19 0.56 0.306
H -1.71 4.48 1.63 0.815
H -0.98 -2.63 -3.73 0.243
H -3.34 3.45 1.95 0.296
H -1.69 -5.49 -1.20 0.509
H -1.67 6.19 -0.71 0.393
H -3.44 -4.79 1.20 0.317
H -1.88 -1.10 2.63 0.317
H 2.92 5.00 -0.17 0.577
H 6.06 -0.55 0.81 0.237
H 2.67 -3.62 -2.34 0.224
H -0.33 -4.68 2.74 0.464
H -4.05 -3.14 1.35 0.159
```

Summary:
charge: +1
LUMO: -3.1253 eV
energy above the lowest of the compared OMol25 structures with the same formula, charge and spin: 87.41 kcal/mol

C37H46F4NO8PS | the ωB97M-V functional and the def2-TZVPD basis

Structure (XYZ):
```
98
Properties=species:S:1:pos:R:3:mulliken_charge:R:1
S 1.26 1.04 -2.43 1.335
P 3.71 0.57 0.24 0.683
F 0.46 6.00 0.16 -0.302
F -4.97 -4.38 -3.03 -0.323
F 5.57 -2.34 -8.98 -0.320
F -4.43 -4.41 3.94 -0.316
O 1.12 -0.11 -1.31 -0.524
O -0.03 1.27 -3.01 -0.711
O 4.26 1.17 -1.13 -0.479
O 4.67 1.21 1.36 -0.616
O -1.22 -2.23 0.36 -0.163
O 2.29 0.59 -3.31 -0.498
O 0.05 -4.04 -0.06 -0.566
O 3.76 -0.89 0.29 -0.768
N 1.50 5.37 4.63 -0.648
C -0.99 6.63 -1.59 -0.494
C 0.93 0.30 0.05 -0.216
C -0.78 5.98 -0.39 0.441
C -2.26 6.59 -2.15 -0.436
C -0.64 -1.30 1.27 -0.788
C -4.90 -0.80 -3.46 -0.329
C -3.30 -2.83 -2.45 -0.790
C -3.05 5.26 -0.31 -0.651
C -3.07 -5.74 7.57 -0.474
C 2.63 3.93 1.95 -1.050
C -4.54 -3.10 -2.99 0.497
C 1.76 2.62 -0.09 0.235
C 2.63 3.75 0.42 -1.435
C -4.63 -5.89 5.75 -0.447
C 3.76 -1.60 -5.37 -0.444
C 4.21 -0.55 -6.16 -0.382
C -5.35 -2.11 -3.50 -0.579
C -2.88 -4.24 5.70 -0.224
C 1.27 3.86 2.63 0.477
C 4.53 -3.16 -7.04 -0.369
C -3.98 -4.84 5.13 0.331
C -1.79 5.29 0.26 -0.054
C 4.97 -2.10 -7.79 0.305
C 2.05 1.24 0.52 0.201
C 1.75 2.57 -1.64 -1.817
C -0.83 -3.53 0.60 0.233
C -2.43 -4.69 6.93 -0.422
C -2.86 -1.52 -2.42 -0.029
C -1.61 -4.27 1.65 0.280
C -4.17 -6.34 6.97 -0.336
C -0.87 -5.55 2.06 -1.266
C -3.66 -0.50 -2.92 -0.691
C -3.29 5.91 -1.52 -0.545
C 0.81 -0.95 0.92 -1.016
C 1.38 3.98 4.15 -1.098
C 4.82 -0.79 -7.38 -0.411
C 3.92 -2.91 -5.81 -0.470
H -2.69 -3.64 -2.06 0.490
H -3.31 0.52 -2.90 0.467
H -1.27 -0.41 1.23 0.480
H -4.27 5.88 -1.96 0.405
H 1.08 3.34 -1.99 0.745
H 1.96 1.33 1.60 1.183
H 3.58 -3.73 -5.21 0.380
H 3.67 3.66 0.08 0.411
H 4.07 0.47 -5.81 0.398
H 1.15 5.99 3.91 0.274
H -4.67 -7.17 7.47 0.359
H 0.74 2.86 0.20 0.635
H 0.19 -5.36 2.18 0.336
H -5.53 0.00 -3.85 0.364
H 3.35 3.27 2.43 0.412
H -1.57 -4.21 7.39 0.361
H 1.37 -0.84 1.84 0.521
H 3.01 4.94 2.13 0.429
H -3.85 4.73 0.18 0.383
H -1.02 -6.30 1.30 0.314
H -2.71 -6.09 8.53 0.375
H 5.03 2.04 1.03 0.344
H 2.26 3.43 4.47 0.369
H 3.28 -1.40 -4.43 0.494
H -2.55 -4.56 1.18 0.205
H -2.44 7.09 -3.09 0.380
H 5.18 0.02 -8.00 0.401
H -1.82 -3.62 2.49 0.142
H 0.50 3.50 4.59 0.372
H -6.32 -2.36 -3.92 0.421
H 4.68 0.45 -1.62 0.290
H -1.58 4.78 1.19 0.443
H -0.18 7.16 -2.06 0.434
H -5.49 -6.34 5.27 0.416
H -1.30 -5.94 2.98 0.378
H -0.68 -1.68 2.29 0.225
H 0.80 2.91 2.40 0.041
H 2.75 2.81 -2.00 0.494
H -1.89 -1.29 -2.01 0.478
H 1.29 -1.76 0.38 0.450
H 2.48 5.59 4.72 0.316
H 4.66 -4.17 -7.40 0.415
H 2.26 4.67 -0.02 0.575
H 0.01 0.87 0.17 0.315
H 0.61 4.62 2.22 -0.030
H -2.39 -3.42 5.19 0.385
```

Summary:
charge: 0
SMILES: CCC(=O)OCC[C@@H]1OS(=O)(=O)C[C@H](CCCCN)[C@@H]1P(=O)(O)O.Fc1ccccc1.Fc1ccccc1.Fc1ccccc1.Fc1ccccc1
LUMO: 0.1571 eV

C37H46Ge2OsP2Si | the ωB97M-V functional and the def2-TZVPD basis

Structure (XYZ):
```
89
Properties=species:S:1:pos:R:3:mulliken_spin:R:1
Os -1.10 0.21 0.20 0.653
Ge 1.12 -0.13 -0.59 0.055
Ge 2.41 -3.13 -0.50 0.003
P -2.24 -1.69 -0.14 -0.052
P -1.15 -0.48 2.47 0.045
Si -1.94 1.90 -1.32 0.082
C 2.72 -0.37 -5.00 0.017
C -1.75 4.56 -2.07 0.009
C -1.26 -2.29 2.36 -0.006
C -1.04 3.35 -2.00 0.029
C 1.23 -4.23 -1.55 -0.003
C -2.29 3.54 2.44 0.002
C -3.88 1.93 0.80 0.009
C 0.14 5.62 -3.10 0.000
C -3.65 3.39 2.69 0.000
C 4.14 -2.76 -1.26 -0.001
C 4.26 1.31 1.88 0.000
C 3.54 0.12 -3.98 -0.001
C 2.23 -3.30 1.41 0.001
C -2.06 -2.49 -1.75 0.033
C 0.26 3.30 -2.50 0.002
C 0.37 -0.04 3.37 0.007
C 2.06 2.33 0.54 0.007
C 3.98 2.67 1.95 -0.001
C -0.92 -3.12 3.43 -0.005
C 1.44 -0.83 -4.72 0.010
C 0.98 -0.82 -3.41 0.064
C -1.09 -4.49 3.32 0.003
C -1.61 -5.05 2.16 0.001
C 2.88 3.18 1.27 0.006
C 2.33 0.96 0.47 0.020
C -1.16 5.69 -2.61 0.004
C -2.51 2.09 0.49 -0.015
C 3.44 0.46 1.15 -0.013
C 1.79 -0.31 -2.38 -0.032
C -1.73 2.90 1.35 0.017
C 0.85 4.43 -3.05 0.005
C -2.49 0.00 3.58 -0.007
C -1.96 -4.23 1.09 -0.002
C -1.77 -2.85 1.18 0.027
C -4.03 -1.49 0.02 0.002
C 3.08 0.14 -2.68 -0.002
C -4.44 2.59 1.88 0.002
H -2.38 -4.67 0.20 0.000
H 2.78 -4.22 1.63 0.000
H 5.13 0.91 2.39 0.000
H 2.67 4.24 1.30 0.000
H 4.54 0.48 -4.22 0.000
H -1.71 6.62 -2.66 0.000
H -0.02 -1.17 -3.19 -0.005
H 0.31 -0.38 4.41 0.000
H -2.77 4.63 -1.70 0.001
H -4.43 -0.98 -0.86 -0.002
H 3.69 -0.59 1.12 -0.001
H -4.50 -2.47 0.09 -0.001
H 4.78 -2.16 -0.62 0.000
H 1.19 -3.43 1.69 0.002
H -0.52 -2.71 4.35 0.000
H -3.46 -0.23 3.12 0.000
H 1.74 -5.21 -1.59 0.000
H 0.60 6.51 -3.52 0.000
H -4.10 3.91 3.53 0.000
H -4.50 1.34 0.15 0.001
H -4.28 -0.93 0.92 0.002
H 1.24 2.76 -0.03 0.000
H 3.72 0.53 -1.89 0.000
H 0.48 1.04 3.37 0.001
H -1.68 4.18 3.07 0.000
H 4.58 -3.76 -1.35 0.000
H 0.81 2.37 -2.49 0.008
H -1.04 -2.81 -1.93 -0.006
H 0.27 -4.38 -1.05 0.001
H -2.73 -3.35 -1.83 0.002
H 3.08 -0.38 -6.02 0.000
H 1.24 -0.48 2.88 -0.006
H 1.11 -3.88 -2.57 0.000
H -1.76 -6.12 2.09 0.000
H 4.62 3.32 2.51 0.000
H -5.50 2.50 2.08 0.000
H -2.36 -1.77 -2.52 0.003
H 0.81 -1.19 -5.52 0.000
H -2.42 -0.54 4.52 0.000
H 4.08 -2.33 -2.25 0.000
H -0.68 3.08 1.11 -0.004
H 1.86 4.39 -3.44 0.000
H -3.06 1.34 -2.11 0.028
H 2.68 -2.49 1.98 0.000
H -2.44 1.07 3.78 0.001
H -0.83 -5.14 4.15 0.000
```

Summary:
2S+1: 2
charge: +3
LUMO (spin up / spin down): -10.4124 / -10.7363 eV
energy above the lowest of the compared OMol25 structures with the same formula, charge and spin: 0.00 kcal/mol

E
In order: -3574.85539; -3741.18280; -3233.25242; -6653.28025
Unit: hartree